Below is a cluster of 13 separate species, C30H86O22 in total in a non-equilibrium geometry, with properties calculated with wB97M-V/def2-TZVPD.

XYZ file:
```
138
Properties=species:S:1:pos:R:3:forces:R:3
O -1.05571 -4.38725 1.06032 1.193 -0.406 -0.975
O -1.13627 0.57426 -3.21069 -0.845 -1.501 -1.244
O -3.32406 -5.74946 -1.76952 -1.082 0.353 -0.008
O -4.80881 -2.53053 -0.75575 0.338 0.260 -0.286
O 1.43757 1.51125 -2.67849 0.121 -0.671 0.404
O -3.57582 4.37517 3.65386 0.212 0.552 -0.770
O 4.33546 -2.18469 1.15964 0.600 0.786 -0.288
O 3.65924 0.84148 0.95181 -0.839 -0.283 0.590
O -3.44874 -1.03541 5.84980 0.500 0.148 0.721
O 5.35128 -0.53692 3.17825 0.358 0.682 -0.706
O 6.07326 -0.09364 -0.14642 0.493 1.688 1.685
O 1.80994 -3.25314 1.80050 0.514 -1.164 -0.142
O -1.59348 2.53090 -1.27976 1.536 -1.149 -0.050
O 2.96849 3.98481 -2.99881 1.036 -0.620 -0.776
O -2.40914 -2.54357 2.62321 -0.828 -0.774 0.472
O 1.46999 -0.71873 1.23024 -1.275 -0.294 1.681
O -0.74139 -4.60128 -1.71783 -1.745 -1.735 0.605
O -4.31671 2.41706 -2.94350 0.843 0.252 -0.160
O -3.85689 -0.42929 -2.39524 0.232 -0.038 -0.346
O -0.92183 4.23318 2.73562 -0.473 0.197 -0.709
O -1.62810 -0.36225 1.30112 -0.013 -0.145 -0.244
O -2.52059 2.52970 1.40007 -0.044 -0.923 -0.280
C -3.81002 -3.54225 -0.77496 -0.254 -1.918 -0.396
C 1.34483 4.24394 3.43725 0.616 0.101 0.933
C 0.80427 -3.76735 2.64532 -0.809 -0.115 -0.274
C 2.65557 4.66109 -1.84406 -1.100 0.589 1.256
C -0.01338 3.67099 3.66947 0.017 -0.913 0.631
C 3.55401 0.55852 -3.06004 1.200 -0.215 0.190
C 1.56273 -4.26564 -1.99084 -0.547 0.417 -0.808
C 0.61090 -0.21614 0.25216 -0.425 -0.115 -1.501
C -0.04507 -4.86432 1.94037 0.260 0.538 1.137
C -2.38747 3.58097 -1.72029 -1.255 -1.011 -0.510
C 1.24093 5.28301 -2.03980 1.170 -0.171 0.663
C -0.83460 -0.77967 0.19058 1.515 -0.348 0.431
C 4.41501 -1.94911 -0.22817 2.050 -0.566 -1.103
C -3.61501 2.36485 2.28880 -1.101 1.472 -0.444
C 1.79028 0.41877 -4.77592 -0.281 -1.327 -0.690
C -2.32084 -2.24091 3.99431 -0.351 0.746 1.287
C 4.17304 1.44765 2.12809 1.306 0.460 -0.392
C -2.07302 -0.23492 -4.02953 0.322 0.653 1.118
C -4.13014 -4.58416 -1.90172 0.218 0.345 0.400
C 5.82634 -1.35362 -0.63122 -1.022 -1.440 -0.865
C -3.45137 -1.26492 4.48369 0.293 -1.095 -1.957
C 0.14447 -3.83838 -2.43936 0.037 0.419 0.856
C 2.65982 3.73708 -0.58045 -0.476 0.729 -0.972
C -0.28707 -3.96809 -3.88846 1.533 -0.273 0.683
C -0.11773 2.14418 3.64391 0.012 0.335 -0.270
C -3.88234 3.07696 -1.76551 0.008 1.700 -0.395
C -4.25998 3.76746 2.55728 -0.634 -1.190 1.413
C -2.97116 -1.17070 -3.19687 1.680 0.986 -1.075
C 2.07898 0.40037 -3.29095 1.129 0.898 -0.345
C 4.42681 0.52333 3.33076 -0.089 -0.249 0.175
H -4.06125 -4.15009 -2.89918 0.580 0.354 -0.178
H -0.96058 5.17841 2.89885 0.256 0.268 -0.243
H -0.53621 -5.52460 2.65514 0.082 0.097 0.451
H 0.19834 -2.92034 2.96706 -0.324 -0.125 0.118
H 3.50465 0.01761 3.61708 -0.548 0.548 0.326
H 2.16965 -0.06401 1.28872 1.095 0.075 0.097
H -2.08572 3.80368 -2.74376 -0.060 0.132 -0.106
H -2.77415 -3.22043 -0.88228 -0.069 0.684 -0.238
H 1.24347 6.17528 -2.66584 0.156 -0.060 -0.026
H -4.37009 4.37977 1.66226 0.553 0.054 -0.147
H 4.87488 1.08811 4.14829 -0.597 0.414 0.095
H -1.59812 1.26214 -2.72580 -0.419 0.186 0.388
H -1.35074 -3.78088 -4.03562 0.209 0.542 0.061
H -1.24006 -0.54534 -0.79369 -0.264 0.411 0.098
H -3.32316 1.95977 3.25774 0.148 -0.070 0.044
H 0.93635 -0.20454 -5.04118 -0.319 0.093 0.158
H 2.53048 4.41350 0.26443 0.275 -0.256 0.320
H 3.54311 3.10164 -0.51630 0.123 0.298 0.113
H 1.55161 -2.38625 1.47899 -0.056 0.765 -0.019
H -0.37066 3.98222 4.65110 0.087 -0.024 0.259
H 3.56895 2.32944 2.34171 -0.369 -0.283 0.439
H 4.12446 -0.31439 -3.37742 -0.235 -0.318 -0.238
H 0.23799 1.71609 4.58108 -0.237 0.170 0.146
H 1.66917 -4.13267 -0.91424 -0.154 0.217 0.074
H -1.62617 2.51802 -0.32040 -0.253 -0.229 0.120
H -4.30803 1.67297 1.81014 -0.053 0.054 -0.045
H -4.39362 -1.72557 4.18696 -0.239 -0.099 -0.190
H 0.93291 5.54972 -1.02882 -0.790 0.058 -0.132
H 1.34542 5.20465 3.95216 0.363 0.373 -0.458
H 7.01088 -0.13356 0.05577 -0.032 0.853 0.434
H -1.71990 -3.90886 1.56190 -0.132 0.338 0.551
H 0.71871 -5.48748 1.47516 -0.413 0.008 -0.862
H -2.31242 -1.72485 2.13133 0.274 0.725 -0.398
H -2.72041 4.61940 3.29302 0.241 -0.056 0.397
H -3.96722 -0.24125 5.99848 0.007 -0.007 0.237
H -1.90161 0.55368 1.21240 -0.045 0.530 -0.133
H -2.39336 -3.15022 4.59097 -0.023 -0.188 -0.243
H 0.65254 4.50859 -2.53192 -0.393 0.091 0.384
H -2.41607 -5.50960 -1.96854 0.518 0.228 0.021
H 5.10892 1.87014 1.76239 0.512 0.171 0.604
H 2.61668 -0.07891 -5.28334 0.166 0.251 -0.263
H -3.80583 -4.09564 0.16410 -0.225 -0.109 0.091
H 1.59920 1.40155 -5.20690 0.328 0.095 0.341
H 4.45236 -2.91311 -0.73551 -0.316 -0.188 -0.235
H 0.42640 -3.29605 -4.36535 -0.530 -0.024 -1.004
H 2.54687 3.13342 -2.86109 -0.249 -0.609 -0.560
H -2.33937 -1.77626 -2.54707 0.112 -0.359 -0.140
H -1.88632 3.12041 1.81282 0.408 0.432 0.297
H 4.43525 0.42085 0.57434 0.246 -0.257 -0.487
H -0.82208 -1.86703 0.26537 0.173 -0.168 0.008
H -4.97578 -2.28800 0.15798 0.010 0.097 0.020
H 1.25505 -4.19870 3.53909 0.172 -0.132 -0.019
H 1.21227 -0.45570 -0.62479 -0.995 0.175 -1.116
H -4.45027 4.00718 -1.78143 -0.453 -0.009 0.441
H -4.16362 2.43561 -0.93026 0.365 0.357 0.453
H 2.31719 -3.65410 -2.48573 0.261 -0.240 -0.095
H 6.63280 -2.02315 -0.33215 -0.287 -0.436 0.387
H -0.70467 -4.39114 -0.78184 -0.052 -0.103 0.713
H -3.51042 -1.77747 -3.92428 -0.091 -0.334 0.013
H -4.24043 -1.17495 -1.92780 -1.100 0.222 1.135
H -1.46426 -0.78368 -4.74811 0.087 -0.164 0.275
H -1.34964 -1.79647 4.21188 0.140 0.156 0.119
H 3.80512 0.64905 -2.00324 -0.189 0.378 0.131
H 2.06919 3.64122 3.98510 0.198 -0.057 -0.110
H -2.73093 0.40245 -4.62028 0.044 0.363 0.070
H -4.13559 1.48051 -2.83553 -0.065 -0.488 0.030
H 1.64389 4.32131 2.39194 -0.184 -0.043 0.058
H -0.05888 -2.83053 -2.07743 0.515 0.797 -0.437
H 0.52464 1.22536 -2.75865 -0.899 0.575 0.118
H -0.12296 -5.00524 -4.18081 0.205 0.008 -0.283
H -1.17093 1.91275 3.48479 0.139 -0.421 0.202
H -5.18821 -4.84575 -1.88994 0.019 -0.355 0.637
H -5.25934 3.72465 2.99036 -0.283 -0.700 -0.417
H 4.00168 1.37809 -3.62219 -0.218 0.318 0.146
H -2.13316 4.43911 -1.09818 -0.851 0.376 0.004
H 0.53970 0.87138 0.27009 0.010 0.259 0.245
H 1.81988 -0.54424 -2.81275 -0.617 -0.137 -0.019
H 3.66250 -2.84403 1.34403 -0.557 -0.214 0.213
H 0.48817 1.64902 2.88508 -0.101 0.226 -0.384
H 1.67506 -5.33444 -2.17290 0.230 0.045 -0.304
H 6.00682 -1.18206 -1.69239 -0.990 -1.107 -0.654
H -3.34397 -0.35458 3.89390 0.046 0.338 0.006
H 1.79606 3.07364 -0.62352 -0.103 -0.088 0.008
H 5.01513 -1.03420 2.42903 0.070 -0.805 -0.339
H 3.37628 5.45757 -1.65886 0.218 0.058 -0.241
H 3.58895 -1.39022 -0.66791 -0.116 0.348 0.317
```
Positions in Å, forces in eV/Å.

Values from the calculation:
Highest occupied orbital energy = -9.3 eV
Kohn-Sham gap = 9.39 eV
Energy relative to the best compared isomer or geometry (same formula, charge and spin) = 8.21 kcal/mol
Spin multiplicity = 1
DFT total energy = -77545.3858 eV
Molar mass = 799.0 g mol⁻¹